No. 1
Formula: C4H2F2
Source: the OMol25 dataset
Level of theory: the ωB97M-V functional and the def2-TZVPD basis

Each line ends with the Löwdin charge.
Positions of all 8 atoms, in Å:
C 2.183 -0.617 -0.133  0.090
C 1.040 -0.151 -0.294  -0.254
C -0.411 0.141 -0.767  0.018
C -0.389 0.112 0.687  -0.421
F -0.901 -0.957 1.319  0.141
F -0.323 1.051 1.565  0.205
H -0.450 1.129 -1.198  0.133
H -0.750 -0.709 -1.180  0.089

The spin multiplicity is 1. The highest occupied orbital energy comes out at -10.2 eV. As for the energy above the lowest of the compared OMol25 structures with the same formula, charge and spin: 320.71 kJ/mol. Its HOMO-LUMO gap is 9.84 eV.

---

No. 2
Formula: C4H8N2O
Source: the OMol25 dataset
Level of theory: the ωB97M-V functional and the def2-TZVPD basis

Each line ends with the Löwdin charge.
Positions of all 15 atoms, in Å:
C -0.083 1.369 -1.149  -0.022
C -0.025 0.124 -0.266  -0.352
C -0.883 -0.072 0.992  -0.532
N -1.185 -1.373 1.332  0.156
O -1.128 0.880 1.708  0.049
C 1.080 -0.838 -0.557  -0.110
N 1.131 -0.078 0.654  0.047
H 0.938 1.703 -1.393  0.083
H -0.586 1.218 -2.116  0.083
H -0.583 2.188 -0.631  0.078
H -1.170 -2.018 0.561  0.088
H -1.989 -1.443 1.938  0.106
H 1.001 -1.921 -0.466  0.103
H 1.788 -0.492 -1.303  0.109
H 1.694 0.753 0.697  0.114

The spin multiplicity is 1. The highest occupied orbital energy comes out at -9.4 eV. As for the energy above the lowest of the compared OMol25 structures with the same formula, charge and spin: 239.70 kJ/mol. Its HOMO-LUMO gap is 10.27 eV. Its SMILES is C[C@@]1(C(N)=O)CN1.

---

No. 3
Formula: C5H12N2O
Source: the OMol25 dataset
Level of theory: the ωB97M-V functional and the def2-TZVPD basis

Each line ends with the Löwdin charge.
Positions of all 20 atoms, in Å:
C 1.187 0.675 0.413  -0.357
C -1.240 -0.371 -0.281  -0.525
C 2.137 -0.161 1.250  -0.107
C -2.146 0.656 -0.924  -0.039
N -1.865 -1.155 0.716  0.077
C 0.815 -0.944 -1.209  0.053
O 1.819 1.486 -0.566  -0.089
N -0.410 -1.058 -1.215  0.015
H 2.070 2.325 -0.158  0.084
H 0.664 1.357 1.103  0.110
H -0.243 0.253 0.224  0.090
H -1.404 -2.037 0.892  0.082
H -2.859 -1.308 0.592  0.077
H 1.471 -1.341 -1.984  0.078
H 1.572 -0.895 1.829  0.074
H 2.843 -0.689 0.612  0.066
H 2.705 0.467 1.951  0.071
H -1.575 1.282 -1.608  0.082
H -2.588 1.284 -0.149  0.080
H -2.952 0.175 -1.486  0.078

The spin multiplicity is 1. The highest occupied orbital energy (alpha / beta) comes out at -7.7 / -7.7 eV. As for the energy above the lowest of the compared OMol25 structures with the same formula, charge and spin: 548.60 kJ/mol. Its HOMO-LUMO gap (alpha / beta) is 8.45 / 8.45 eV.

---

No. 4
Formula: C3H2F5NO2
Source: the OMol25 dataset
Level of theory: the ωB97M-V functional and the def2-TZVPD basis

Each line ends with the Löwdin charge.
Positions of all 13 atoms, in Å:
O 2.065 -1.216 0.937  0.100
C 1.582 -0.410 0.095  -0.425
O 1.822 -0.672 -1.274  0.086
N 0.856 0.762 0.645  0.168
C -0.562 0.801 0.253  -0.323
F -0.821 1.518 -0.961  0.062
F -1.238 1.549 1.286  0.058
C -1.300 -0.620 0.190  -0.288
F -1.048 -1.460 1.301  0.120
F -2.709 -0.340 0.245  0.075
F -1.123 -1.299 -1.062  0.087
H 1.179 -0.211 -1.861  0.118
H 1.298 1.597 0.204  0.162

The spin multiplicity is 1. The highest occupied orbital energy comes out at -11.5 eV. As for the energy above the lowest of the compared OMol25 structures with the same formula, charge and spin: 160.08 kJ/mol. Its HOMO-LUMO gap is 11.71 eV. Its SMILES is O=C(O)NC(F)(F)C(F)(F)F.

---

No. 5
Formula: C11H13NO2S
Source: the OMol25 dataset
Level of theory: the ωB97M-V functional and the def2-TZVPD basis

Each line ends with the Löwdin charge.
Positions of all 28 atoms, in Å:
C -0.744 0.651 4.339  -0.118
C -1.916 0.425 3.636  -0.093
C 0.211 0.954 3.417  -0.138
C -1.687 0.660 2.263  -0.095
C 2.187 0.193 -2.338  -0.063
C 2.000 -0.967 -1.538  -0.152
C 0.986 0.670 -2.834  -0.115
C 0.882 -1.669 -1.401  -0.140
C -0.205 -0.016 -2.693  -0.074
C -0.283 -1.250 -1.999  -0.288
C -1.613 -2.045 -2.082  -0.034
N -0.314 0.973 2.133  -0.263
O -0.376 2.176 -0.108  -0.391
O 1.846 1.477 0.760  -0.260
S 0.254 1.021 0.493  0.972
H -0.368 0.410 5.346  0.115
H -2.802 0.426 4.220  0.087
H 1.269 1.119 3.450  0.103
H -2.248 0.692 1.407  0.071
H 3.009 0.845 -2.512  0.098
H 2.931 -1.488 -1.134  0.128
H 0.936 1.479 -3.551  0.107
H 1.004 -2.691 -0.870  0.149
H 1.817 2.392 1.048  0.058
H -1.145 0.236 -3.141  0.099
H -2.117 -2.051 -1.113  0.068
H -1.334 -3.120 -2.332  0.098
H -2.178 -1.504 -2.866  0.073

The spin multiplicity is 1. The highest occupied orbital energy comes out at -8.6 eV. As for the energy above the lowest of the compared OMol25 structures with the same formula, charge and spin: 182.04 kJ/mol. Its HOMO-LUMO gap is 9.28 eV.

---

No. 6
Formula: C54H45As2N2RuS3
Source: the OMol25 dataset
Level of theory: the ωB97M-V functional and the def2-TZVPD basis

Each line ends with the Mulliken spin population.
Positions of all 107 atoms, in Å:
Ru -0.199 0.052 -0.356  0.355
S -0.418 -0.337 1.994  0.023
C 1.087 0.116 2.604  -0.024
N 1.388 0.088 3.864  -0.002
C 2.761 0.462 4.269  -0.001
C 3.722 -0.182 3.322  0.000
N 3.417 0.299 1.958  -0.005
C 4.559 0.368 1.006  0.000
C 5.559 1.424 1.409  0.000
C 5.212 2.772 1.313  -0.001
C 6.116 3.752 1.695  0.000
C 7.371 3.390 2.178  0.000
C 7.718 2.051 2.275  0.000
C 6.810 1.068 1.896  0.000
C 2.182 0.501 1.625  0.019
S 1.746 1.240 0.182  0.004
C 0.417 -0.244 4.942  0.000
C 0.937 -1.356 5.818  0.000
C 1.012 -2.652 5.310  0.000
C 1.509 -3.681 6.097  0.000
C 1.934 -3.418 7.396  0.000
C 1.861 -2.129 7.904  0.000
C 1.366 -1.098 7.113  0.000
H 2.937 0.123 5.285  0.000
H 2.865 1.548 4.235  0.000
H 3.633 -1.271 3.358  0.000
H 4.745 0.095 3.568  0.000
H 4.164 0.570 0.017  0.000
H 5.024 -0.620 0.999  0.000
H 4.235 3.051 0.925  0.000
H 5.847 4.798 1.616  0.000
H 8.080 4.155 2.471  0.000
H 8.696 1.770 2.646  0.000
H 7.086 0.019 1.967  0.000
H -0.514 -0.529 4.473  0.002
H 0.244 0.661 5.526  0.000
H 0.666 -2.857 4.298  0.000
H 1.556 -4.689 5.703  0.000
H 2.316 -4.222 8.013  0.000
H 2.187 -1.925 8.916  0.000
H 1.300 -0.091 7.518  0.000
S -1.928 -1.384 -0.784  0.479
C -3.428 -0.665 -0.268  -0.020
C -4.530 -1.495 -0.039  0.089
C -5.718 -0.942 0.410  -0.036
C -5.813 0.429 0.625  0.074
C -4.721 1.258 0.384  -0.025
C -3.535 0.715 -0.080  0.046
As -1.969 1.754 -0.491  -0.022
C -2.385 3.475 0.238  -0.002
C -2.213 3.690 1.603  0.002
C -2.646 4.882 2.162  0.000
C -3.238 5.848 1.358  -0.001
C -3.390 5.630 -0.006  0.000
C -2.958 4.440 -0.578  0.002
C -2.102 2.047 -2.387  -0.012
C -1.036 2.698 -3.002  0.001
C -1.110 3.020 -4.347  0.000
C -2.241 2.675 -5.081  -0.001
C -3.296 2.017 -4.467  0.000
C -3.232 1.704 -3.114  0.008
H -4.437 -2.564 -0.196  -0.001
H -6.570 -1.582 0.603  0.000
H -6.741 0.861 0.977  0.002
H -4.806 2.323 0.549  0.005
H -1.754 2.934 2.224  0.001
H -2.525 5.059 3.224  0.000
H -3.583 6.777 1.796  0.000
H -3.848 6.387 -0.631  0.000
H -3.072 4.270 -1.638  0.001
H -0.166 2.979 -2.424  0.001
H -0.293 3.548 -4.825  0.000
H -2.297 2.924 -6.133  0.000
H -4.183 1.766 -5.036  0.000
H -4.062 1.203 -2.631  -0.005
C -0.756 -0.521 -6.917  0.001
C 0.357 0.249 -6.610  0.000
C 0.826 0.309 -5.303  0.000
C 0.175 -0.412 -4.312  -0.021
C -0.947 -1.176 -4.610  0.011
C -1.412 -1.231 -5.917  0.004
As 0.860 -0.455 -2.508  0.039
C 2.724 -0.008 -2.685  0.006
C 3.282 1.248 -2.860  -0.005
C 4.661 1.374 -2.950  -0.002
C 5.465 0.241 -2.856  0.000
C 4.900 -1.013 -2.664  0.000
C 3.517 -1.146 -2.571  0.002
C 2.781 -2.421 -2.372  -0.007
C 3.357 -3.682 -2.283  -0.001
C 2.553 -4.805 -2.138  0.002
C 1.172 -4.680 -2.065  0.002
C 0.583 -3.423 -2.137  0.008
C 1.390 -2.306 -2.301  0.003
H -1.110 -0.576 -7.940  0.000
H 0.868 0.801 -7.390  0.000
H 1.700 0.901 -5.072  0.000
H -1.455 -1.738 -3.833  -0.003
H -2.280 -1.833 -6.155  0.000
H 2.653 2.129 -2.923  0.001
H 5.109 2.348 -3.095  0.000
H 6.541 0.336 -2.947  0.000
H 5.539 -1.887 -2.598  0.000
H 4.435 -3.796 -2.337  0.000
H 3.009 -5.787 -2.088  0.000
H 0.551 -5.560 -1.953  0.000
H -0.492 -3.335 -2.070  0.003

Its net charge is +2. The spin multiplicity is 2. The highest occupied orbital energy (alpha / beta) comes out at -12.8 / -12.9 eV. As for the energy above the lowest of the compared OMol25 structures with the same formula, charge and spin: 0.00 kJ/mol. Its HOMO-LUMO gap (alpha / beta) is 6.57 / 5.99 eV.